73
Properties=species:S:1:pos:R:3:lowdin_charge:R:1 method="wB97M-V/def2-TZVPD" charge=-1 fmax_ev_per_a=5.63 total_energy_ev=-174243.631 lumo_ev="1.691 / 1.680" orbital_gap_ev="1.860 / 3.035"
Tl 0.8508 2.0770 1.4011 0.07
O 5.2839 4.6886 4.4489 -0.01
C 4.4477 4.1263 3.5272 -0.39
C 4.8148 4.0232 2.1899 -0.07
C 3.9181 3.4417 1.3086 -0.24
N 2.7113 2.9709 1.6741 -0.18
C 2.3686 3.0913 3.0427 -0.63
Br 0.5531 2.4529 3.9405 0.37
C 3.2197 3.6629 3.9772 -0.12
H 6.1038 4.9701 4.0096 0.09
H 5.7707 4.3813 1.8269 0.09
H 4.1561 3.3371 0.2538 0.06
H 2.9480 3.7503 5.0219 0.08
Cl 1.5474 -5.8539 3.8624 0.68
C 0.3828 -5.0065 2.9222 -0.68
C 0.8028 -4.1569 1.9048 -0.11
C -0.1428 -3.4690 1.1413 -0.05
C -1.5236 -3.6198 1.3839 -0.17
C -2.4923 -2.8312 0.5139 -0.27
C -3.2119 -1.7043 1.2790 -0.05
N -2.5607 -0.4237 1.0624 -0.06
C -2.9194 0.5182 0.1401 -0.02
C -1.9698 1.5058 0.2583 -0.18
N -1.0528 1.1832 1.2254 -0.09
C -1.4494 0.0291 1.7119 -0.15
O -3.4683 -3.7175 -0.0483 -0.14
C -3.2855 -3.9810 -1.4411 -0.15
C -3.6684 -2.8145 -2.3014 -0.31
C -4.9366 -2.2917 -2.4342 -1.00
Cl -6.3763 -2.8368 -1.6646 0.65
S -5.0288 -0.9554 -3.4709 0.99
C -3.3506 -1.0286 -3.7907 -0.41
C -2.7451 -2.0647 -3.1117 -0.13
C -1.9222 -4.4812 2.4244 -0.58
Cl -3.5810 -4.7309 2.8423 0.73
C -0.9726 -5.1710 3.1863 -0.13
H 1.8627 -4.0232 1.7011 0.10
H 0.2135 -2.8052 0.3537 0.09
H -1.9150 -2.3796 -0.3035 0.14
H -3.2424 -1.8615 2.3624 0.13
H -4.2476 -1.5951 0.9357 0.14
H -3.7818 0.4151 -0.5036 0.12
H -1.8966 2.4291 -0.3014 0.11
H -0.9644 -0.5166 2.5114 0.10
H -3.9223 -4.8361 -1.6946 0.13
H -2.2513 -4.2962 -1.6255 0.13
H -2.8903 -0.3124 -4.4582 0.07
H -1.6834 -2.2716 -3.1863 0.11
H -1.2915 -5.8344 3.9867 0.10
I 1.9833 -0.4342 1.9056 0.44
C 0.0076 1.1714 -1.3034 -0.20
N 1.1744 1.8006 -0.7008 -0.22
C 1.4026 3.0900 -1.3381 -0.19
N 1.6240 2.9136 -2.7665 -0.08
C 0.4540 2.2766 -3.3547 -0.17
N 0.2192 0.9814 -2.7317 -0.08
C 1.3891 0.1376 -2.9317 -0.18
N 2.5657 0.7596 -2.3405 -0.08
C 2.3376 0.9510 -0.9150 -0.28
C 2.7841 2.0562 -2.9664 -0.17
H -0.8915 1.7771 -1.1250 0.07
H -0.2067 0.2108 -0.8152 0.13
H 2.2584 3.6013 -0.8763 0.12
H 0.5522 3.7627 -1.1608 0.10
H 0.5822 2.1637 -4.4400 0.12
H -0.4294 2.9208 -3.2477 0.13
H 1.5498 -0.0497 -4.0023 0.12
H 1.2230 -0.8590 -2.5001 0.13
H 3.2260 1.3878 -0.4386 0.11
H 2.2045 -0.0171 -0.4132 -0.06
H 2.9934 1.9357 -4.0381 0.12
H 3.6880 2.5315 -2.5613 0.13
H 0.0976 3.7469 1.0655 -0.01